[1]
The following is a DFT calculation (the ωB97M-V functional and the def2-TZVPD basis) of a molecular structure, C29H27ClF3N4O6Sc.

Structure (XYZ):
```
71
Properties=species:S:1:pos:R:3:forces:R:3
H -5.70681 -1.39387 -0.11037 0.0 0.0 0.0
C 1.14325 -2.26756 -1.58394 0.0 -0.1 -0.1
H 1.40215 -3.20561 -2.09219 0.0 0.0 0.0
C 0.34274 -2.31767 3.74127 0.0 0.0 0.0
C -1.62681 -1.37790 2.14060 -0.1 0.1 0.1
C 0.90819 -1.73312 -3.98190 0.1 0.0 0.1
F 1.40995 2.81349 1.08033 0.0 0.2 0.1
N -0.42955 -0.78188 2.08448 -0.1 0.0 -0.1
H 5.25823 0.92106 1.86653 0.0 0.0 0.0
C 0.85245 -1.25582 -2.67827 -0.1 -0.1 0.0
C 3.17808 0.76145 1.40706 0.0 -0.1 -0.1
C -3.87846 -1.46684 0.99592 0.0 0.1 0.0
C -1.90555 -2.42336 3.00821 0.1 0.0 0.0
C -0.90856 -2.90033 3.84226 0.0 -0.1 0.0
H 0.18473 -3.30263 0.07747 0.0 0.0 0.0
C 0.54724 -1.26818 2.85451 0.0 0.0 0.0
H 1.09777 -2.79474 -4.12388 0.0 0.0 0.0
C -2.63017 -0.87532 1.16893 -0.1 0.0 0.1
O -2.46008 2.82225 1.70816 -0.2 0.0 0.2
H 2.34707 2.95421 -2.87540 0.0 0.0 0.0
C 0.55156 0.12691 -2.40522 -0.3 0.3 -0.1
C 4.31885 0.44941 2.12101 0.0 0.0 -0.1
C 0.33063 2.48384 -3.51208 0.0 0.0 0.0
H -4.17297 -2.31699 1.59179 0.0 0.0 0.0
C -3.06313 0.65768 -0.49704 0.0 -0.1 -0.1
C 2.38218 -1.84474 -0.79767 0.0 0.0 0.0
N -2.24995 0.16974 0.43762 0.1 0.3 -0.2
H -2.68476 1.49368 -1.07295 0.0 -0.1 0.0
C -4.73054 -0.94857 0.03780 0.0 0.0 0.0
H 2.87601 -1.72807 4.24829 0.0 0.0 0.0
Cl -2.22643 3.75959 0.64038 0.3 -0.3 0.1
H 3.19714 1.48234 0.60121 0.0 0.0 0.0
C -1.12565 2.91107 -3.25180 -0.1 0.0 0.0
C 2.98528 -1.02577 3.43659 0.0 0.0 -0.1
H 1.17389 2.90692 -1.55638 0.0 0.0 0.1
H -0.88499 -2.97126 -1.29681 0.0 0.0 0.0
O -0.19797 -4.39707 5.52861 0.0 0.0 -0.1
H 5.07528 -0.71827 3.76367 0.0 0.0 0.0
H 1.19250 4.28356 -2.66526 0.0 0.0 0.0
N 1.99113 0.21491 1.66104 0.0 0.1 -0.1
C -1.17707 -4.06626 4.83109 0.0 0.1 0.1
H -2.87223 -2.90199 3.06738 0.0 0.0 0.0
N 0.28447 0.60723 -1.16942 0.3 -0.2 0.3
H -1.28207 3.21516 -2.21992 0.0 -0.1 -0.1
F 0.20956 3.81129 2.67436 -0.1 0.2 0.0
C 0.75464 -0.91810 -5.09041 0.0 0.1 0.0
O -2.34326 -4.50658 4.81428 0.1 0.0 -0.1
C 0.50408 0.97431 -3.57331 0.1 0.0 0.0
C 0.58376 0.43895 -4.85139 0.0 0.0 0.0
H 1.12781 -2.72427 4.36097 0.0 0.0 0.0
H 0.50475 1.12488 -5.69130 0.0 0.0 0.0
H -1.40091 3.75653 -3.89065 0.0 0.0 0.0
H 0.57616 2.82762 -4.52382 0.0 0.0 0.0
C -4.32055 0.13020 -0.72838 0.0 0.0 0.0
O -1.04651 3.24956 -0.10058 -0.3 -0.1 0.3
O -3.34594 3.78362 -0.25887 -0.1 0.1 -0.2
H 2.22933 -0.84515 -0.40677 0.0 0.0 0.0
Sc -0.12696 1.19087 0.57914 0.4 -0.3 -0.2
C 4.21195 -0.45660 3.16383 0.0 0.0 0.0
C -0.06216 -2.56968 -0.69825 -0.1 0.1 0.1
F 1.73633 2.47637 3.27341 0.1 -0.1 0.2
H -4.94876 0.56568 -1.49271 0.0 0.0 0.0
H -1.81579 2.09329 -3.47688 0.0 0.0 0.0
H -0.41415 -1.65844 -0.21999 0.1 -0.1 -0.1
C 1.31963 3.19886 -2.59056 0.0 0.0 0.0
H 2.59756 -2.52771 0.03215 0.0 0.0 0.0
H 0.79291 -1.31962 -6.09675 0.0 0.0 0.0
O -1.95737 5.06712 1.13623 0.0 0.2 0.0
C 1.89028 -0.67033 2.64738 0.0 0.0 0.2
H 3.25160 -1.81924 -1.46090 0.0 0.0 0.0
C 0.67499 2.57593 2.41806 -0.1 0.1 -0.2
```
Positions in Å, forces in eV/Å.

The value obtained for the energy above the lowest of the compared OMol25 structures with the same formula, charge and spin is 3.6 kJ/mol. As for the total charge: -2. The value obtained for the largest force on an atom is 0.57 eV Å⁻¹. Its electronic energy is -90130.8418 eV. The calculation puts the gap between HOMO and LUMO at 5.6 eV. For the HOMO energy, the calculation gives -1.41 eV.



[2]
The following is a DFT calculation (the ωB97M-V functional and the def2-TZVPD basis) of a molecular structure, C29H27ClFN3O8STa in a non-equilibrium geometry.

Structure (XYZ):
```
71
Properties=species:S:1:pos:R:3:forces:R:3
C 2.00641 -15.25929 -11.27662 0.8 -0.2 0.1
C -0.86805 -11.54930 -4.69469 -0.8 0.0 0.4
O -0.07616 -15.53562 -6.12843 -0.4 1.2 -1.4
C -2.08697 -16.97305 -8.92618 2.2 0.3 0.8
H -4.20678 -19.62485 -8.93452 -0.2 0.4 -0.3
H -2.85473 -14.05516 -10.50941 -0.5 1.0 -0.3
N 2.31347 -14.86556 -7.18224 0.4 2.9 1.0
H -4.04795 -16.69246 -7.16270 -1.0 0.0 -0.1
H 2.31797 -18.00696 -11.99106 0.1 0.6 0.1
C -3.59241 -17.65877 -7.00066 0.8 0.5 1.0
H -1.96998 -11.81101 -6.46582 0.6 -0.3 -0.3
C -0.91136 -14.94159 -10.44580 1.0 0.6 -0.4
C 3.79193 -16.25770 -8.44092 0.1 -3.4 -2.7
S 0.08479 -16.29272 -4.85945 -1.4 -4.2 2.8
C -0.47446 -21.29413 -9.90542 -0.2 0.9 -0.8
H 1.52414 -14.30165 -11.58356 0.2 -0.8 0.2
H 2.39016 -12.39137 -4.19766 -1.1 -0.6 0.3
H -3.78627 -15.92997 -9.02947 -0.3 0.5 -0.9
C -0.99284 -12.01263 -6.01370 -0.2 0.4 0.3
H 1.89583 -22.11774 -7.68152 -1.1 0.2 0.2
H 0.26777 -11.94715 -2.87655 0.2 1.0 -0.3
H -4.26533 -18.42263 -6.56882 0.1 0.5 -0.5
H 2.73637 -15.53026 -12.08346 -0.4 0.4 0.9
F 1.60790 -19.59594 -6.75236 0.3 -1.2 -0.7
C -0.61570 -16.97928 -9.06207 -2.1 0.3 -2.2
H 2.55795 -15.02232 -10.31290 -0.5 -0.4 -1.1
C 4.33727 -13.86745 -7.49576 0.2 -2.5 -0.6
C 1.24973 -12.91692 -5.91507 -2.1 0.5 -0.4
C 0.26185 -11.89086 -3.96812 0.2 -0.3 0.1
C -2.86715 -18.10501 -8.27451 -0.3 1.0 0.5
O 6.31802 -14.39562 -8.80888 -1.5 -0.9 0.5
C 5.73341 -13.57248 -7.91970 1.2 1.4 -0.4
Ta 1.19060 -16.63247 -7.26262 -2.1 -4.4 -0.3
O 1.30088 -17.47364 -5.56045 -1.1 3.0 -0.3
H -0.11172 -13.27369 -7.53836 -0.1 0.3 -0.3
C -2.24856 -14.84795 -10.17808 1.2 -1.5 1.3
O 0.71604 -15.55477 -3.82063 -0.1 -0.4 -0.7
Cl 3.92922 -11.54937 -5.99660 0.2 -0.8 -0.7
C -2.77088 -15.89705 -9.41722 -1.4 -0.5 0.7
H -3.27451 -18.85643 -10.22941 0.0 -0.2 -0.2
H 0.40053 -23.18286 -9.37744 -0.1 0.3 0.3
C 1.53324 -17.89700 -11.23600 0.2 1.0 -0.3
H -4.61828 -17.99251 -9.59962 -0.7 0.4 0.2
C 1.37254 -12.41439 -4.63790 1.0 -0.3 0.5
H -2.88131 -17.38111 -6.19492 -0.1 -0.6 -0.4
C 3.57879 -13.07782 -6.68778 -1.4 1.6 0.9
C 1.04262 -21.54748 -8.11060 2.2 -1.1 1.2
C 3.51944 -15.01125 -7.72454 1.8 2.2 0.0
H -1.72659 -10.97879 -4.22790 1.1 -1.0 -0.5
H 0.75801 -18.52241 -11.64095 -0.5 -0.4 0.3
C -0.11240 -16.09190 -10.10709 -0.1 -0.7 0.6
C 0.19685 -19.32776 -8.61107 0.2 -1.7 -0.2
H -0.42668 -14.08411 -10.95410 -0.3 -1.0 -0.1
O 6.23911 -12.53633 -7.51203 -0.5 -2.0 -0.8
N 0.15804 -17.94442 -8.36288 0.9 0.8 0.4
N 2.33650 -13.60714 -6.52445 1.2 -1.2 -1.1
O 4.66356 -16.53626 -9.26852 -1.4 1.5 2.5
C 0.98981 -16.44336 -11.15755 0.1 1.2 -0.4
C 0.28061 -22.13138 -9.11086 0.1 0.4 -0.7
C -0.44958 -19.89675 -9.72200 -0.8 0.2 0.5
C 0.02920 -12.73750 -6.60992 0.4 -0.4 0.4
O -1.05899 -17.17022 -4.63446 2.1 1.9 -0.1
H 1.92993 -18.29068 -10.31887 0.0 -0.2 0.4
C -3.83336 -18.66135 -9.31911 0.9 -1.2 0.3
H 5.74625 -15.23704 -9.04058 1.2 1.7 0.4
C 0.97869 -20.22858 -7.78167 -1.9 2.8 -1.5
H -1.00720 -21.64864 -10.79222 0.1 -0.1 0.5
O 2.77726 -17.18597 -8.23169 1.9 2.1 0.1
H -2.19085 -18.86230 -7.94419 0.5 -0.7 -0.2
H 0.44320 -16.34079 -12.13029 0.0 -0.1 0.8
H -1.04535 -19.23584 -10.40606 0.7 -0.7 0.8
```
Positions in Å, forces in eV/Å.

As for the total charge: +1. The value obtained for the largest force on an atom is 5.22 eV Å⁻¹. Its electronic energy is -78981.8034 eV. The calculation puts the gap between HOMO and LUMO at 6.3 eV. For the HOMO energy, the calculation gives -11.41 eV.



> Which of these has the highest total charge?

C29H27ClFN3O8STa



> Which of these has the highest total charge?

C29H27ClFN3O8STa



> The lowest gap between HOMO and LUMO belongs to which entry?

C29H27ClF3N4O6Sc